1.
The following is a DFT calculation (ωB97M-V/def2-TZVPD) of a 12-piece molecular cluster, C16H56O16 overall in a non-equilibrium geometry.

XYZ file:
```
88
C16H56O16 (ωB97M-V/def2-TZVPD)
O -6.885 -1.003 2.325
C -5.580 -0.544 2.700
C -5.195 0.823 2.117
O -3.841 0.893 1.736
H -7.424 -0.946 3.118
H -5.513 -0.456 3.787
H -4.899 -1.329 2.376
H -5.438 1.654 2.786
H -5.880 1.015 1.282
H -3.289 1.345 2.413
O -0.830 -3.666 0.871
C -0.447 -3.738 -0.504
C 1.016 -3.393 -0.610
O 1.508 -3.497 -1.948
H -1.568 -3.047 0.926
H -0.751 -4.664 -0.996
H -1.023 -2.905 -0.923
H 1.610 -4.077 0.001
H 1.138 -2.372 -0.260
H 1.611 -4.421 -2.202
O 5.500 -3.524 -0.487
C 4.250 -2.861 -0.271
C 4.279 -2.029 0.974
O 3.062 -1.244 0.946
H 6.128 -2.857 -0.782
H 3.989 -2.221 -1.118
H 3.487 -3.643 -0.230
H 5.076 -1.283 0.854
H 4.476 -2.602 1.881
H 2.954 -0.887 1.858
O 3.694 2.362 -3.628
C 4.421 1.809 -2.514
C 3.549 1.301 -1.365
O 2.931 2.368 -0.639
H 2.893 2.810 -3.321
H 5.063 1.038 -2.940
H 5.009 2.676 -2.186
H 4.202 0.758 -0.681
H 2.745 0.633 -1.685
H 2.160 2.622 -1.169
C 1.351 -0.982 -3.775
O 2.645 -1.478 -3.444
H 0.813 -0.666 -2.878
H 1.416 -0.131 -4.447
H 0.791 -1.782 -4.262
H 2.448 -2.246 -2.870
C 0.210 0.354 0.348
O -1.129 0.508 0.822
H 0.708 -0.472 0.852
H 0.372 0.135 -0.710
H 0.739 1.279 0.577
H -1.723 0.860 0.149
C -4.284 1.189 -2.116
O -3.181 1.344 -1.219
H -5.013 2.016 -2.129
H -4.033 1.141 -3.172
H -4.902 0.368 -1.742
H -3.657 1.565 -0.402
C -1.330 0.087 4.298
O -1.594 1.187 3.431
H -1.265 -0.864 3.767
H -0.354 0.244 4.769
H -2.084 0.092 5.084
H -1.475 0.897 2.510
C 0.320 1.912 -3.275
O 1.108 2.982 -2.717
H 0.898 1.232 -3.901
H -0.147 1.379 -2.443
H -0.463 2.311 -3.925
H 0.550 3.751 -2.871
C 2.308 1.026 3.570
O 2.847 -0.292 3.539
H 1.988 1.279 4.580
H 3.038 1.745 3.189
H 1.461 1.103 2.892
H 3.640 -0.351 4.076
C -3.558 -1.816 -0.438
O -2.907 -1.852 0.817
H -3.644 -2.829 -0.825
H -4.467 -1.208 -0.389
H -2.970 -1.281 -1.202
H -2.778 -0.926 1.081
C -0.401 4.159 0.562
O 0.215 4.957 -0.436
H -0.900 4.823 1.282
H -1.252 3.666 0.087
H 0.332 3.513 1.043
H 1.124 5.178 -0.226
```

Properties
Multiplicity: 1
HOMO-LUMO gap (Ha): 0.357
SMILES: OCCO.OCCO.OCCO.OCCO.CO.CO.CO.CO.CO.CO.CO.CO
Molar mass (g mol⁻¹): 504.6

These are the Löwdin partial charges, in e, on atoms 1 to 6: -0.0648 -0.2197 -0.2217 -0.0981 0.0797 0.1193

---

2.
The following is a DFT calculation (ωB97M-V/def2-TZVPD) of C60H56I2N4P2Sb2Se2Y as an isolated structure in a non-equilibrium geometry.

XYZ file:
```
129
C60H56I2N4P2Sb2Se2Y (ωB97M-V/def2-TZVPD)
Y -1.401 -1.003 0.894
C -0.932 -3.934 -3.111
C -2.081 -3.308 -3.871
C -1.804 -1.862 -4.211
Sb -1.271 -0.623 -2.502
C -0.871 1.078 -3.763
C 0.326 1.744 -3.549
C 0.729 2.759 -4.398
C -0.058 3.108 -5.482
C -1.244 2.431 -5.714
C -1.648 1.420 -4.858
C -3.384 -0.389 -2.075
C -4.106 0.711 -2.515
C -5.474 0.781 -2.316
C -6.139 -0.241 -1.660
C -5.427 -1.336 -1.203
C -4.059 -1.406 -1.412
Sb -1.028 -3.708 -0.949
C -2.139 -5.574 -0.753
C -1.642 -6.770 -1.249
C -2.446 -7.896 -1.297
C -3.758 -7.834 -0.857
C -4.266 -6.640 -0.374
C -3.461 -5.514 -0.326
C 1.073 -4.236 -0.869
C 1.934 -3.208 -1.241
C 3.302 -3.408 -1.237
C 3.818 -4.636 -0.858
C 2.965 -5.654 -0.466
C 1.592 -5.459 -0.469
H 0.019 -3.518 -3.444
H -0.899 -5.010 -3.264
H -3.010 -3.402 -3.297
H -2.234 -3.867 -4.800
H -2.677 -1.408 -4.678
H -0.965 -1.796 -4.904
H 0.963 1.445 -2.726
H 1.668 3.265 -4.225
H 0.257 3.890 -6.157
H -1.850 2.678 -6.574
H -2.564 0.881 -5.058
H -3.593 1.523 -3.016
H -6.021 1.642 -2.675
H -7.208 -0.188 -1.512
H -5.938 -2.142 -0.695
H -3.537 -2.309 -1.081
H -0.629 -6.820 -1.628
H -2.053 -8.821 -1.692
H -4.387 -8.710 -0.898
H -5.292 -6.578 -0.043
H -3.885 -4.581 0.032
H 1.540 -2.237 -1.530
H 3.960 -2.601 -1.523
H 4.884 -4.801 -0.871
H 3.369 -6.607 -0.156
H 0.933 -6.260 -0.152
Se 3.483 3.379 3.089
P 3.291 2.914 1.051
C 2.684 4.298 0.031
C 1.880 4.103 -1.085
C 1.482 5.193 -1.838
C 1.897 6.469 -1.497
C 2.693 6.662 -0.379
C 3.081 5.580 0.390
C 4.879 2.404 0.317
C 5.012 1.385 -0.617
C 6.271 1.060 -1.090
C 7.389 1.752 -0.653
C 7.251 2.775 0.272
C 6.000 3.098 0.760
C 2.124 1.576 0.768
C 1.196 0.930 1.599
N 0.589 0.011 0.817
N 1.101 0.102 -0.405
N 2.007 1.024 -0.448
P 0.752 1.018 3.345
Se -0.885 -0.355 3.751
C 0.078 2.671 3.693
C 0.582 3.579 4.614
C -0.070 4.788 4.793
C -1.210 5.092 4.067
C -1.718 4.177 3.159
C -1.083 2.964 2.981
C 2.231 0.491 4.245
C 2.389 0.777 5.596
C 3.567 0.418 6.228
C 4.557 -0.256 5.533
C 4.367 -0.597 4.204
C 3.208 -0.223 3.555
H 1.574 3.109 -1.367
H 0.843 5.040 -2.695
H 1.600 7.314 -2.102
H 3.008 7.656 -0.101
H 3.683 5.722 1.277
H 4.139 0.859 -0.971
H 6.380 0.259 -1.805
H 8.368 1.496 -1.032
H 8.118 3.315 0.622
H 5.884 3.879 1.499
H 1.478 3.361 5.177
H 0.317 5.492 5.514
H -1.712 6.036 4.222
H -2.615 4.397 2.600
H -1.506 2.226 2.308
H 1.603 1.282 6.140
H 3.721 0.678 7.262
H 5.478 -0.518 6.029
H 5.127 -1.137 3.662
H 3.077 -0.473 2.510
I 1.019 -3.154 2.354
C -0.592 -4.337 3.137
I -2.576 -3.567 2.679
H -0.504 -4.375 4.219
H -0.525 -5.327 2.697
C -1.766 2.301 -0.440
C -2.972 1.749 0.248
C -4.202 2.369 0.366
C -4.985 1.570 1.205
C -4.208 0.490 1.573
C -4.551 -0.563 2.568
N -2.964 0.580 0.974
H -1.362 3.156 0.109
H -2.009 2.653 -1.443
H -0.967 1.562 -0.531
H -4.491 3.296 -0.090
H -5.993 1.768 1.516
H -5.516 -0.329 3.010
H -3.813 -0.579 3.380
H -4.616 -1.573 2.131
```

Properties
Multiplicity: 1
Net charge: +1
HOMO-LUMO gap (Ha): 0.212
Molar mass (g mol⁻¹): 1639.2

These are the Löwdin partial charges, in e, on atoms 1 to 6: 0.8871 -0.3581 -0.3754 -0.3522 1.4414 -0.3720

---

3.
The following is a DFT calculation (ωB97M-V/def2-TZVPD) of a 8-piece molecular cluster, C52H50BN2O17PS overall.

XYZ file:
```
124
C52H50BN2O17PS (ωB97M-V/def2-TZVPD)
C -5.614 -0.867 2.562
O -5.867 -1.366 1.247
B -4.887 -1.108 0.312
O -4.781 0.161 -0.250
P -3.665 -2.571 -0.255
C -2.546 -3.983 -0.827
C -1.211 -3.534 -1.408
C -0.154 -3.169 -0.363
C 1.037 -2.471 -1.019
C 2.116 -2.022 -0.034
C 1.795 -0.633 0.527
C 2.962 -0.040 1.306
S 2.940 1.783 1.344
C 3.163 2.070 -0.353
N 2.336 2.577 -1.207
N 2.993 2.565 -2.433
C 4.147 2.040 -2.216
O 4.340 1.703 -0.918
H -5.005 -1.551 3.143
H -5.151 0.120 2.488
H -6.547 -0.737 3.102
H -4.573 0.818 0.427
H -4.562 -3.547 0.344
H -2.582 -1.960 0.477
H -3.885 -2.188 -1.632
H -2.398 -4.699 -0.014
H -3.108 -4.497 -1.611
H -1.335 -2.703 -2.105
H -0.789 -4.358 -1.986
H -0.576 -2.544 0.423
H 0.197 -4.085 0.114
H 1.446 -3.152 -1.767
H 0.647 -1.609 -1.563
H 3.058 -1.968 -0.578
H 2.189 -2.729 0.791
H 1.540 0.010 -0.314
H 0.916 -0.670 1.170
H 3.881 -0.312 0.791
H 3.034 -0.396 2.328
H 4.936 1.824 -2.910
O -9.460 2.446 -3.943
C -9.106 2.561 -2.790
C -7.863 1.921 -2.290
C -7.489 2.055 -1.020
C -8.286 2.843 -0.053
O -7.942 2.961 1.107
C -9.529 3.484 -0.552
C -9.909 3.355 -1.820
H -7.273 1.345 -2.994
H -6.590 1.589 -0.638
H -10.098 4.056 0.171
H -10.810 3.813 -2.208
O 8.377 0.132 -7.297
C 7.748 -0.337 -6.373
C 6.264 -0.280 -6.340
C 5.579 -0.793 -5.322
C 6.267 -1.441 -4.176
O 5.639 -1.904 -3.248
C 7.750 -1.497 -4.209
C 8.434 -0.986 -5.229
H 5.784 0.197 -7.185
H 4.497 -0.763 -5.276
H 8.233 -1.969 -3.363
H 9.515 -1.013 -5.272
O -0.652 -0.400 -5.752
C -1.752 -0.105 -5.338
C -2.122 -0.305 -3.915
C -3.332 0.013 -3.464
C -4.360 0.584 -4.367
O -5.463 0.872 -3.952
C -3.993 0.792 -5.790
C -2.784 0.472 -6.240
H -1.353 -0.718 -3.275
H -3.627 -0.114 -2.430
H -4.762 1.211 -6.427
H -2.491 0.611 -7.273
O 2.942 5.593 3.768
C 4.031 5.325 4.227
C 4.798 6.320 5.019
C 5.994 6.028 5.522
C 6.613 4.694 5.314
O 7.702 4.428 5.775
C 5.846 3.700 4.522
C 4.649 3.991 4.018
H 4.328 7.286 5.159
H 6.571 6.737 6.102
H 6.316 2.735 4.382
H 4.077 3.280 3.437
O -9.262 -6.901 5.194
C -8.481 -5.976 5.152
C -7.119 -6.092 5.734
C -6.262 -5.076 5.690
C -6.630 -3.785 5.057
O -5.847 -2.859 5.015
C -7.990 -3.668 4.475
C -8.848 -4.684 4.518
H -6.873 -7.042 6.190
H -5.265 -5.136 6.107
H -8.236 -2.719 4.016
H -9.844 -4.623 4.099
O -3.293 1.848 3.528
C -3.920 2.156 4.520
C -3.371 1.934 5.881
C -4.063 2.267 6.966
C -5.414 2.877 6.862
O -6.043 3.181 7.852
C -5.962 3.100 5.500
C -5.268 2.766 4.416
H -2.385 1.489 5.932
H -3.684 2.114 7.968
H -6.948 3.544 5.446
H -5.649 2.920 3.413
O 15.641 -1.122 -4.824
C 14.560 -0.861 -4.346
C 14.207 -1.276 -2.964
C 13.018 -0.992 -2.441
C 11.994 -0.247 -3.215
O 10.909 0.012 -2.738
C 12.346 0.170 -4.596
C 13.534 -0.115 -5.120
H 14.969 -1.818 -2.419
H 12.738 -1.285 -1.436
H 11.584 0.713 -5.143
H 13.813 0.179 -6.124
```

Properties
Multiplicity: 1
HOMO-LUMO gap (Ha): 0.211
SMILES: COB(O)[PH3]CCCCCCCSc1nnco1.O=C1C=CC(=O)C=C1.O=C1C=CC(=O)C=C1.O=C1C=CC(=O)C=C1.O=C1C=CC(=O)C=C1.O=C1C=CC(=O)C=C1.O=C1C=CC(=O)C=C1.O=C1C=CC(=O)C=C1
Molar mass (g mol⁻¹): 1048.8

These are the Löwdin partial charges, in e, on atoms 1 to 6: -0.0642 -0.0345 -0.7338 0.0824 0.8120 -0.4170

---

Computed energy relative to the best compared isomer or geometry (same formula, charge and spin), in the same sequence as the records: 12.65, 19.96, 0.00 kcal/mol.
Computed DFT total energy, in the same sequence as the records: -50254.5461, -248675.3526, -113312.6404 eV.
Computed lowest unoccupied orbital energy, in the same sequence as the records: 0.43, -3.29, -1.74 eV.